--- a ---
{
  "formula": "C47H47BiN3O10PSSb",
  "method": "wB97M-V/def2-TZVPD",
  "lumo_ev": 1.96,
  "spin_multiplicity": 1,
  "charge": -1,
  "homo_ev": -5.4444,
  "orbital_gap_ev": 7.404,
  "elements": ["Bi", "O", "C", "C", "C", "C", "C", "C", "C", "O", "N", "N", "C", "C", "C", "C", "C", "C", "C", "O", "H", "H", "H", "H", "H", "H", "H", "H", "H", "H", "O", "C", "O", "C", "C", "C", "C", "C", "C", "P", "C", "C", "C", "C", "C", "C", "C", "C", "C", "C", "C", "C", "H", "H", "H", "H", "H", "H", "H", "H", "H", "H", "H", "H", "H", "H", "O", "C", "C", "C", "C", "C", "C", "C", "O", "N", "O", "O", "H", "H", "H", "H", "C", "C", "S", "O", "C", "C", "H", "H", "H", "H", "H", "H", "H", "H", "H", "H", "C", "Sb", "C", "C", "H", "H", "H", "H", "H", "H", "H", "H", "H"],
  "coordinates": [[-0.0479, -1.2741, 0.5180], [-3.6748, 1.5285, -0.4574], [-3.6701, 1.5170, -1.8052], [-4.6242, 2.2929, -2.4639], [-4.6741, 2.3183, -3.8420], [-3.7739, 1.5664, -4.5948], [-2.8361, 0.7898, -3.9445], [-2.7621, 0.7528, -2.5515], [-1.7755, -0.1158, -1.8667], [-1.7043, -0.0346, -0.5785], [-1.0815, -0.9427, -2.5957], [-0.3552, -1.8023, -1.7972], [0.1351, -2.8271, -2.3815], [0.6758, -3.9847, -1.6957], [1.3629, -4.9358, -2.4596], [1.7622, -6.1428, -1.9300], [1.4313, -6.4312, -0.6046], [0.7441, -5.5196, 0.1663], [0.3678, -4.2639, -0.3421], [-0.2646, -3.4314, 0.4554], [-2.9577, 0.9093, -0.1705], [-5.3121, 2.8717, -1.8616], [-5.4182, 2.9303, -4.3365], [-3.8108, 1.5858, -5.6753], [-2.1412, 0.1767, -4.5019], [0.0469, -2.8724, -3.4684], [1.5758, -4.7004, -3.4965], [2.3062, -6.8569, -2.5325], [1.7255, -7.3782, -0.1690], [0.4948, -5.7304, 1.1979], [1.8961, 0.4540, 2.0976], [2.3682, 0.6457, 0.9678], [2.4753, -0.2202, 0.0545], [2.7965, 2.0365, 0.5751], [3.5830, 2.8059, 1.4256], [3.9755, 4.0776, 1.0480], [3.5518, 4.6018, -0.1694], [2.7314, 3.8517, -0.9964], [2.3561, 2.5562, -0.6403], [1.1393, 1.5847, -1.6262], [2.0204, 1.3007, -3.2040], [1.2933, 0.8470, -4.3079], [1.9344, 0.4899, -5.4838], [3.3192, 0.5498, -5.5710], [4.0538, 0.9701, -4.4721], [3.4109, 1.3447, -3.3000], [-0.0387, 2.9339, -2.0324], [-0.8568, 3.3011, -0.9583], [-1.8917, 4.2085, -1.1209], [-2.1254, 4.7577, -2.3727], [-1.3166, 4.4208, -3.4471], [-0.2757, 3.5174, -3.2710], [3.8701, 2.3889, 2.3826], [4.6017, 4.6690, 1.7044], [3.8462, 5.6014, -0.4635], [2.3662, 4.2760, -1.9253], [0.2172, 0.7490, -4.2314], [1.3503, 0.1472, -6.3285], [3.8218, 0.2624, -6.4858], [5.1350, 1.0053, -4.5238], [3.9974, 1.6649, -2.4478], [-1.3222, 2.5582, 0.7999], [-2.5176, 4.4591, -0.2732], [-2.9477, 5.4488, -2.5085], [-1.5019, 4.8511, -4.4228], [0.3482, 3.2467, -4.1131], [0.3647, -1.9766, 2.9909], [-0.4045, -2.4191, 3.8257], [-1.8497, -2.5051, 3.7296], [-2.5276, -2.9986, 4.8414], [-3.8977, -3.0779, 4.8514], [-4.6422, -2.6570, 3.7356], [-3.9974, -2.1727, 2.6373], [-2.5726, -2.0724, 2.5797], [-2.0464, -1.5955, 1.5225], [-4.5786, -3.5882, 6.0200], [-3.9059, -3.9448, 6.9734], [-5.7977, -3.6351, 5.9962], [0.0080, -2.7764, 4.7898], [-1.9701, -3.3189, 5.7132], [-5.7206, -2.7250, 3.7690], [-4.5439, -1.8378, 1.7663], [-4.4015, 2.5425, 3.0359], [-3.0003, 2.7665, 3.5914], [-1.9202, 1.4476, 2.9840], [-0.5453, 2.7487, 0.2475], [-0.4168, 1.7314, 3.9621], [0.3493, 3.0007, 3.6295], [-5.0724, 3.3364, 3.3682], [-4.8026, 1.5877, 3.3767], [-4.3925, 2.5326, 1.9462], [-2.9999, 2.7345, 4.6829], [-2.6154, 3.7399, 3.2828], [0.2073, 0.8602, 3.7617], [-0.7074, 1.7036, 5.0155], [0.7257, 2.9653, 2.6110], [1.2076, 3.0989, 4.2971], [-0.2740, 3.8895, 3.7461], [4.6920, -1.7215, 2.0352], [3.2540, -2.8321, 0.8929], [4.2680, -2.6489, -0.9907], [4.1487, -4.7725, 1.3170], [5.7013, -2.0171, 1.7503], [4.5441, -1.9127, 3.0971], [4.5521, -0.6591, 1.8507], [5.3108, -2.9545, -0.9042], [4.2066, -1.6093, -1.3091], [3.7707, -3.2803, -1.7274], [5.2170, -4.6844, 1.5180], [4.0046, -5.4105, 0.4448], [3.6613, -5.2409, 2.1719]],
  "mulliken_charge": [2.158, -0.443, 0.406, -0.826, -0.336, -1.027, -0.600, 0.234, 0.415, 0.694, -0.452, 0.124, -0.827, 0.646, -0.328, -0.755, -0.553, -0.377, -0.219, -0.876, -0.251, 0.454, 0.399, 0.410, 0.434, 0.352, 0.386, 0.377, 0.410, 0.439, -0.649, -0.159, -0.142, -0.031, 0.074, -0.772, -0.749, -0.165, -0.064, 2.270, 0.057, -0.135, -0.910, -0.545, -0.778, -0.918, -0.124, -0.196, -0.665, -0.486, -1.017, -0.279, 0.540, 0.372, 0.410, 0.445, 0.479, 0.437, 0.384, 0.409, 0.401, -0.239, 0.492, 0.377, 0.415, 0.537, -0.273, -0.637, 1.422, -0.285, -0.699, -0.645, -0.542, -0.668, -0.017, 1.009, -0.652, -0.658, 0.153, 0.543, 0.512, 0.485, -1.091, -0.541, 0.236, 0.074, -0.272, -1.094, 0.407, 0.263, 0.165, 0.429, 0.297, -0.156, 0.652, 0.062, 0.432, 0.343, -1.270, 0.872, -1.148, -1.416, 0.439, 0.390, 0.250, 0.476, 0.188, 0.280, 0.418, 0.372, 0.355]
}



--- b ---
{
  "formula": "C47H47BiN3O10PSSb",
  "method": "wB97M-V/def2-TZVPD",
  "lumo_ev": 1.99,
  "spin_multiplicity": 1,
  "charge": -1,
  "homo_ev": -5.3824,
  "orbital_gap_ev": 7.370,
  "elements": ["Bi", "O", "C", "C", "C", "C", "C", "C", "C", "O", "N", "N", "C", "C", "C", "C", "C", "C", "C", "O", "H", "H", "H", "H", "H", "H", "H", "H", "H", "H", "O", "C", "O", "C", "C", "C", "C", "C", "C", "P", "C", "C", "C", "C", "C", "C", "C", "C", "C", "C", "C", "C", "H", "H", "H", "H", "H", "H", "H", "H", "H", "H", "H", "H", "H", "H", "O", "C", "C", "C", "C", "C", "C", "C", "O", "N", "O", "O", "H", "H", "H", "H", "C", "C", "S", "O", "C", "C", "H", "H", "H", "H", "H", "H", "H", "H", "H", "H", "C", "Sb", "C", "C", "H", "H", "H", "H", "H", "H", "H", "H", "H"],
  "coordinates": [[0.0795, 0.3541, -0.6993], [-0.7239, 5.7968, 0.3267], [0.1983, 5.8133, -0.6490], [0.8155, 7.0318, -0.9365], [1.7632, 7.1210, -1.9367], [2.1167, 5.9981, -2.6781], [1.5154, 4.7882, -2.3895], [0.5619, 4.6704, -1.3813], [-0.0375, 3.3454, -1.1220], [0.4353, 2.3216, -1.7551], [-1.0652, 3.2936, -0.3035], [-1.6004, 2.0194, -0.3178], [-2.8722, 1.9130, -0.2578], [-3.6000, 0.7488, -0.7130], [-4.9574, 0.6287, -0.3949], [-5.7809, -0.2740, -1.0324], [-5.2524, -1.0227, -2.0887], [-3.9254, -0.9215, -2.4327], [-3.0237, -0.0998, -1.7065], [-1.7621, -0.1498, -1.9928], [-1.0639, 4.8711, 0.3882], [0.5292, 7.8945, -0.3489], [2.2319, 8.0762, -2.1420], [2.8579, 6.0670, -3.4636], [1.7737, 3.8938, -2.9397], [-3.4464, 2.8111, -0.0177], [-5.3632, 1.2858, 0.3671], [-6.8246, -0.3594, -0.7603], [-5.8970, -1.6911, -2.6491], [-3.5120, -1.4977, -3.2517], [1.7882, 3.6999, 1.2530], [1.4193, 2.6045, 1.6613], [1.3899, 1.5171, 0.9774], [0.9551, 2.5042, 3.1109], [1.3096, 3.5654, 3.9454], [0.9942, 3.5572, 5.2903], [0.2992, 2.4791, 5.8260], [-0.0756, 1.4344, 5.0018], [0.2418, 1.4271, 3.6395], [-0.3303, 0.0051, 2.6160], [-1.9401, -0.2992, 3.4393], [-2.2150, -1.3239, 4.3384], [-3.4937, -1.4839, 4.8606], [-4.5136, -0.6187, 4.4947], [-4.2449, 0.4170, 3.6082], [-2.9722, 0.5695, 3.0841], [0.7326, -1.3398, 3.2506], [0.3881, -2.6719, 3.0158], [1.2467, -3.7003, 3.3675], [2.4844, -3.4181, 3.9320], [2.8468, -2.0978, 4.1485], [1.9762, -1.0674, 3.8186], [1.8404, 4.3922, 3.4937], [1.2868, 4.3873, 5.9218], [0.0444, 2.4567, 6.8787], [-0.6298, 0.6024, 5.4190], [-1.4267, -2.0054, 4.6399], [-3.6887, -2.2881, 5.5607], [-5.5099, -0.7457, 4.8997], [-5.0309, 1.1050, 3.3206], [-2.7676, 1.3769, 2.3913], [-0.5477, -2.8929, 2.5186], [0.9560, -4.7278, 3.1796], [3.1628, -4.2212, 4.1920], [3.8144, -1.8624, 4.5746], [2.2787, -0.0435, 3.9928], [1.6329, -1.5937, 0.3314], [1.9108, -2.7107, -0.0614], [1.5747, -3.2943, -1.3471], [1.8196, -4.6544, -1.4990], [1.4730, -5.3105, -2.6614], [0.8691, -4.6044, -3.7212], [0.6417, -3.2671, -3.6046], [0.9994, -2.5260, -2.4228], [0.8283, -1.2793, -2.3814], [1.7090, -6.7249, -2.7832], [1.3726, -7.2823, -3.8199], [2.2306, -7.3153, -1.8460], [2.4147, -3.4102, 0.6362], [2.2708, -5.2127, -0.6885], [0.5994, -5.1421, -4.6192], [0.1903, -2.7028, -4.4103], [-4.6747, -4.3426, 1.3250], [-3.3930, -3.5850, 1.6279], [-2.9826, -2.4053, 0.3159], [-1.6532, -1.8308, 0.7012], [-2.6205, -3.5675, -1.0268], [-1.6529, -4.6729, -0.6534], [-4.9870, -4.9211, 2.1950], [-4.5434, -5.0363, 0.4933], [-5.4827, -3.6541, 1.0703], [-2.5368, -4.2425, 1.7862], [-3.5005, -2.9512, 2.5100], [-2.2000, -2.9069, -1.7888], [-3.5765, -3.9362, -1.4058], [-0.8321, -4.2717, -0.0560], [-1.2186, -5.1088, -1.5523], [-2.1419, -5.4718, -0.0931], [4.8217, 0.1956, -2.6726], [3.3897, 0.8428, -1.1801], [4.4686, 0.0368, 0.4894], [4.1261, 2.8444, -1.0333], [5.8343, 0.4785, -2.3794], [4.5883, 0.6605, -3.6308], [4.7749, -0.8867, -2.7940], [5.4154, 0.5636, 0.6182], [4.6644, -1.0217, 0.3201], [3.8570, 0.1401, 1.3841], [5.1566, 2.8318, -0.6742], [3.4919, 3.4087, -0.3517], [4.0980, 3.3137, -2.0159]],
  "mulliken_charge": [1.577, -0.710, 0.375, -0.680, -0.306, -0.980, -0.496, 0.630, 0.766, -0.775, -1.018, 0.863, -1.445, 1.071, -0.241, -1.002, -0.366, -0.202, -0.238, -0.639, 0.584, 0.413, 0.368, 0.410, 0.631, 0.286, 0.380, 0.437, 0.431, 0.431, -0.812, -0.358, 0.063, -0.147, -0.582, -0.638, -0.761, -0.259, -0.343, 2.431, -0.108, 0.113, -0.713, -0.651, -0.617, -0.645, 0.299, -0.320, -0.703, -0.749, -0.663, -1.179, 0.503, 0.387, 0.425, 0.409, 0.405, 0.436, 0.378, 0.416, 0.384, 0.618, 0.440, 0.385, 0.417, 0.363, 0.915, -0.540, 0.786, -0.143, -0.767, -0.422, -0.587, -0.128, -0.623, 1.032, -0.675, -0.661, 0.053, 0.546, 0.480, 0.484, -1.481, 0.433, 0.972, -1.128, -0.491, -0.916, 0.429, 0.332, 0.291, 0.315, -0.222, 0.036, 0.643, 0.002, 0.375, 0.330, -1.395, 0.853, -1.221, -1.155, 0.374, 0.371, 0.338, 0.559, 0.324, 0.126, 0.517, 0.135, 0.325]
}



Quick ranking, most stable first: a, b.



--- a ---
{
  "formula": "C4H6FNS",
  "method": "wB97M-V/def2-TZVPD",
  "lumo_ev": -0.29,
  "spin_multiplicity": 1,
  "homo_ev": -8.2367,
  "orbital_gap_ev": 7.948,
  "elements": ["C", "C", "S", "C", "F", "C", "N", "H", "H", "H", "H", "H", "H"],
  "coordinates": [[-1.2573, -0.7587, 0.6478], [-1.0409, 0.6967, 0.4882], [-2.1752, 1.7323, 1.0966], [0.2111, 1.1640, -0.0379], [0.3375, 2.5000, -0.0433], [1.2636, 0.5031, -0.5573], [1.4947, -0.8386, -0.6657], [-0.4107, -1.2562, 1.1251], [-2.2219, -1.0228, 1.0709], [-1.2096, -1.2083, -0.3708], [2.0311, 1.1289, -0.9897], [2.2834, -1.1772, -1.1606], [0.6942, -1.4633, -0.6033]],
  "mulliken_charge": [-1.362, 0.454, -0.270, 0.142, -0.307, -0.048, -0.348, 0.380, 0.319, 0.326, 0.349, 0.206, 0.159]
}



--- b ---
{
  "formula": "C4H6FNS",
  "method": "wB97M-V/def2-TZVPD",
  "lumo_ev": -0.16,
  "spin_multiplicity": 1,
  "homo_ev": -8.0805,
  "orbital_gap_ev": 7.917,
  "elements": ["C", "C", "N", "C", "F", "C", "S", "H", "H", "H", "H", "H", "H"],
  "coordinates": [[-1.9618, 1.5602, 0.0357], [-1.4428, 0.1691, 0.0179], [-2.3676, -0.8466, -0.0425], [-0.1164, -0.2396, 0.0046], [0.0289, -1.5816, 0.0568], [1.0613, 0.5689, -0.0210], [2.6308, 0.1715, -0.0122], [-1.1677, 2.3163, 0.0222], [-2.6291, 1.7438, -0.7962], [-2.5997, 1.7642, 0.9254], [-3.3485, -0.6057, -0.2626], [-2.0505, -1.8303, -0.0230], [0.7738, 1.6777, -0.1076]],
  "mulliken_charge": [-1.238, 0.329, -0.399, 0.819, -0.304, -0.413, -0.271, 0.328, 0.322, 0.304, 0.207, 0.252, 0.062]
}



Quick ranking, most stable first: b, a.



--- a ---
{
  "formula": "C4H6FNS",
  "method": "wB97M-V/def2-TZVPD",
  "lumo_ev": 0.15,
  "spin_multiplicity": 1,
  "homo_ev": -8.7427,
  "orbital_gap_ev": 8.891,
  "elements": ["F", "C", "C", "S", "N", "C", "C", "H", "H", "H", "H", "H", "H"],
  "coordinates": [[-0.9001, -1.8843, 0.9665], [0.0051, -1.0345, 1.6941], [0.6241, 0.0057, 0.8627], [1.6117, 1.1089, 1.6767], [0.3583, -0.0465, -0.4793], [0.3660, 1.0492, -1.5015], [-0.8607, 0.2048, -1.2505], [-0.4962, -0.5526, 2.4954], [0.8310, -1.7250, 2.0526], [0.9457, 0.7479, -2.5213], [0.3049, 2.0368, -1.0814], [-1.0105, -0.4767, -2.1256], [-1.7794, 0.5664, -0.7884]],
  "mulliken_charge": [-0.309, -0.226, 0.108, -0.270, -0.077, -0.380, -0.349, 0.285, 0.250, 0.210, 0.323, 0.196, 0.239]
}



--- b ---
{
  "formula": "C4H6FNS",
  "method": "wB97M-V/def2-TZVPD",
  "lumo_ev": 0.66,
  "spin_multiplicity": 1,
  "homo_ev": -8.3938,
  "orbital_gap_ev": 9.056,
  "elements": ["F", "C", "C", "C", "N", "C", "S", "H", "H", "H", "H", "H", "H"],
  "coordinates": [[0.9195, 0.0270, -1.7216], [0.9187, 0.2494, -0.3793], [0.7994, 1.7110, -0.0229], [-0.0257, 1.6097, 1.2707], [-0.7912, 0.4298, 1.0853], [-0.3008, -0.4107, 0.1803], [-0.8349, -1.9109, -0.1895], [1.8586, -0.1751, 0.0204], [0.2189, 2.2379, -0.7770], [1.7355, 2.2527, 0.1416], [-0.6628, 2.4800, 1.4020], [0.6246, 1.5011, 2.1368], [-1.5020, 0.0703, 1.7120]],
  "mulliken_charge": [-0.315, 0.400, -0.686, -0.495, -0.090, -0.133, -0.330, 0.210, 0.289, 0.302, 0.318, 0.290, 0.241]
}



Quick ranking, most stable first: b, a.